72
Properties=species:S:1:pos:R:3 method="wB97M-V/def2-TZVPD" lumo_ev=-9.6 orbital_gap_ev=5.98 e_above_lowest_kcal_mol=0.0 total_charge=+3 total_energy_ha=-2297.00455
Zr 0.2551 0.2111 -0.1395
C -4.2571 -1.9942 -5.6802
C -3.9597 -0.5031 -5.6289
C -3.6917 0.1376 -6.9783
C -2.4460 -0.4531 -7.6181
C -1.2834 -0.4051 -6.6656
C 0.0073 -0.4473 -7.1290
C 1.1007 -0.3824 -6.2534
F 2.3157 -0.4359 -6.7698
C 0.9485 -0.2557 -4.9039
C -0.3594 -0.2056 -4.3952
C -0.6117 -0.0773 -3.0124
O 0.3943 0.0225 -2.1148
C -1.9240 -0.0560 -2.5497
C -2.9792 -0.1661 -3.4381
N -2.7594 -0.2815 -4.7358
C -1.4817 -0.2966 -5.2653
C -1.8968 0.0628 -1.0670
O -1.5646 -0.9520 -0.3780
O -1.6031 1.1999 -0.5551
H -5.1150 -2.1644 -6.3295
H -4.5050 -2.3835 -4.6927
H -3.4149 -2.5637 -6.0727
H -4.7737 0.0255 -5.1334
H -3.5797 1.2171 -6.8542
H -4.5639 -0.0214 -7.6109
H -2.1863 0.0936 -8.5240
H -2.6194 -1.4876 -7.9241
H 0.2083 -0.5245 -8.1908
H 1.8069 -0.2066 -4.2507
H -4.0113 -0.1740 -3.1139
C 6.5091 5.5386 1.1001
C 6.1275 4.0933 1.2391
C 5.3331 3.6538 2.2994
C 5.0369 2.3079 2.4627
C 5.5330 1.3645 1.5628
N 5.2369 -0.0001 1.8142
C 5.1713 -0.9941 0.9009
O 5.3854 -0.9032 -0.2819
N 4.6679 -2.2072 1.5157
C 3.3094 -2.4241 1.4017
C 2.6735 -3.5365 1.9766
C 1.2990 -3.6618 1.9037
C 0.5512 -2.6842 1.2680
N 1.1559 -1.6260 0.7051
C 2.5007 -1.5145 0.7393
C 6.3112 1.7823 0.4882
C 6.5972 3.1330 0.3430
H 5.8038 6.1914 1.6119
H 6.5728 5.8408 0.0551
H 7.4923 5.7088 1.5425
H 4.9600 4.3693 3.0218
H 4.4449 1.9854 3.3123
H 5.0983 -0.2686 2.7765
H 5.2545 -3.0224 1.3798
H 3.2629 -4.2834 2.4942
H 0.7989 -4.5090 2.3509
H -0.5267 -2.7327 1.1959
H 2.9451 -0.6641 0.2289
H 6.7075 1.0628 -0.2128
H 7.2327 3.4408 -0.4791
C 3.6776 3.9231 -1.5127
N 3.2363 3.1080 -0.3720
C 2.0125 2.7561 -0.1373
N 0.9998 2.9746 -1.0280
S 1.5742 1.8655 1.2968
H 4.7611 3.8864 -1.5396
H 3.3550 4.9560 -1.3833
H 3.3018 3.5184 -2.4516
H 3.9454 2.8474 0.3159
H 1.2106 3.4793 -1.8817
H 0.1112 3.2376 -0.6174